The following is a DFT calculation (wB97M-V/def2-TZVPD) of one molecule with the formula C11H10I2N2O in a non-equilibrium geometry.

Each line ends with the Mulliken charge.
Positions of all 26 atoms, in Å:
C (-2.1891, 1.2107, -1.3125)  -1.291
C (-1.1820, 2.3187, -1.6253)  -0.377
I (-1.7761, 4.1878, -0.7111)  0.088
C (0.3129, 1.8996, -1.3093)  -1.511
I (1.6048, 3.5318, -0.7230)  0.133
C (0.4208, 0.7600, -0.3248)  1.074
C (1.0039, -0.3788, -0.7302)  -0.662
C (1.1331, -1.5019, 0.1065)  0.116
N (1.7494, -2.6109, -0.3915)  -0.611
C (1.7819, -3.6021, 0.4556)  -0.260
C (1.2419, -3.5432, 1.7575)  -0.221
N (0.6814, -2.4829, 2.2710)  -0.657
C (0.6318, -1.4334, 1.4006)  0.569
C (0.0485, -0.2311, 1.8334)  -0.741
C (-0.0503, 0.8257, 1.0136)  0.665
O (-0.6399, 1.9811, 1.4639)  -0.482
H (-3.1390, 1.5129, -1.7601)  0.435
H (-2.3782, 1.0966, -0.2440)  0.322
H (-1.8602, 0.2407, -1.6941)  0.353
H (-1.2340, 2.4931, -2.6998)  0.541
H (0.7206, 1.5313, -2.2500)  0.566
H (1.3840, -0.4536, -1.7439)  0.359
H (2.2547, -4.5285, 0.1379)  0.407
H (1.3117, -4.4317, 2.3812)  0.386
H (-0.3425, -0.1480, 2.8414)  0.438
H (-1.4901, 1.7564, 1.8568)  0.362

Results
Lowest unoccupied orbital energy (eV): -0.4
Charge: 0
Gap between HOMO and LUMO (eV): 8.17
Relative energy (zero: lowest compared OMol25 entry of this formula, charge and spin) (eV): 0.293

The following is a DFT calculation (wB97M-V/def2-TZVPD) of C11H10N2O as an isolated structure in a non-equilibrium geometry.

Each line ends with the Mulliken charge.
Positions of all 24 atoms, in Å:
C (-1.5197, 0.5688, -0.8261)  0.455
C (-2.6496, 0.8727, -0.1191)  -0.445
C (-3.1765, -0.1496, 0.6964)  -0.342
C (-2.5588, -1.3366, 0.7586)  -0.206
C (-1.4485, -1.7119, -0.1100)  -0.537
C (-0.8115, -0.6093, -0.6956)  0.418
C (1.4048, -0.5727, -0.4515)  0.321
C (1.3239, 0.2323, 0.6885)  0.020
C (2.4466, 0.7889, 1.3015)  -0.651
C (3.6774, 0.2614, 0.6881)  -0.323
C (2.6094, -1.1067, -0.9392)  -0.198
H (0.3147, 1.8267, -1.7316)  0.271
H (-1.4107, 2.3101, -1.9143)  0.297
H (-3.0987, 1.8484, -0.0685)  0.398
H (-4.0101, 0.0422, 1.7393)  0.125
H (-3.1274, -1.9183, 1.5881)  0.197
H (-1.1130, -2.7577, -0.1007)  0.418
H (0.4610, 0.4782, 1.1686)  0.452
H (2.4638, 1.4138, 2.1943)  0.385
H (4.6147, 0.7071, 0.9419)  0.390
H (2.3721, -1.5354, -2.0174)  0.257
N (-0.7877, 1.8472, -1.2021)  -0.698
N (3.7362, -0.4812, -0.4714)  -0.551
O (0.2876, -1.0184, -1.1181)  -0.453

Results
Lowest unoccupied orbital energy (eV): 0.6
Charge: 0
Gap between HOMO and LUMO (eV): 9.12
Relative energy (zero: lowest compared OMol25 entry of this formula, charge and spin) (eV): 5.148

The following is a DFT calculation (wB97M-V/def2-TZVPD) of C11H10N2O4Sc as an isolated structure in a non-equilibrium geometry.

Each line ends with the Mulliken charge.
Positions of all 28 atoms, in Å:
Sc (-0.0409, 0.0546, 0.3977)  -0.025
C (-0.0861, 1.5506, 1.9149)  0.710
O (-0.0724, 2.5194, 2.6018)  -0.108
C (-0.0096, 2.0753, -0.6461)  0.478
O (-0.0135, 3.1841, -0.9495)  -0.059
C (-2.1643, 0.4262, 0.1567)  0.433
O (-3.2867, 0.6839, 0.1506)  -0.056
C (2.0901, 0.3539, 0.3380)  0.452
O (3.2390, 0.5485, 0.4093)  -0.044
C (-0.0230, -2.1949, -2.3895)  -0.535
H (0.9102, -2.7213, -2.1394)  0.327
H (-0.9643, -2.6617, -2.0451)  0.334
C (-0.0052, -0.9590, -2.9258)  -0.623
H (-0.9334, -0.3788, -3.1054)  0.362
H (0.9380, -0.3954, -3.0877)  0.354
N (-0.5088, -4.5361, 4.7039)  -0.276
C (-0.4314, -3.6341, 3.6929)  1.240
C (0.6572, -3.6631, 2.7908)  -0.727
C (0.7159, -2.7165, 1.7635)  -0.330
N (-0.2108, -1.7115, 1.7087)  -0.111
C (-1.3129, -1.7199, 2.5047)  -0.224
C (-1.4346, -2.6605, 3.5283)  -0.771
H (0.1891, -5.2581, 4.8418)  0.271
H (-1.2941, -4.5419, 5.3463)  0.272
H (1.4427, -4.4087, 2.8929)  0.394
H (1.4852, -2.7596, 0.9763)  0.428
H (-2.0869, -0.9790, 2.3106)  0.438
H (-2.2940, -2.6325, 4.1864)  0.397

Results
Lowest unoccupied orbital energy (alpha / beta) (eV): -13.2 / -14.8
Charge: +3
Gap between HOMO and LUMO (alpha / beta) (eV): 6.78 / 3.85
Relative energy (zero: lowest compared OMol25 entry of this formula, charge and spin) (eV): 0.000

The following is a DFT calculation (wB97M-V/def2-TZVPD) of one molecule with the formula C11H10O in a non-equilibrium geometry.

Each line ends with the Mulliken charge.
Positions of all 22 atoms, in Å:
C (2.9973, 0.7356, 0.6837)  -0.729
C (1.6895, 0.1921, 0.1481)  0.068
C (1.5097, -1.1104, -0.5744)  -0.217
C (0.2170, -1.5958, -0.9734)  -0.834
C (-0.9939, -0.8502, -0.4183)  1.016
C (-2.3181, -1.3124, -0.4573)  -0.561
C (-3.3235, -0.4539, -0.0901)  -0.540
C (-3.0762, 0.8955, 0.3662)  -0.724
C (-1.8239, 1.1240, 0.6593)  -0.573
C (-0.7404, 0.3536, 0.3505)  0.626
C (0.4617, 0.7525, 0.4350)  0.040
H (3.8208, 1.4520, -1.0318)  0.328
H (3.3710, 0.1220, 1.5096)  0.272
H (2.9998, 1.6096, 1.2363)  0.421
H (2.3402, -1.8299, -0.9613)  0.290
H (0.1610, -2.7931, -1.0239)  0.188
H (-2.4905, -2.5314, -0.4933)  0.129
H (-4.2058, -0.7817, -0.1240)  0.647
H (-3.8847, 1.6736, 0.4816)  0.328
H (-1.6777, 2.0980, 1.1271)  0.269
H (0.4151, 1.7841, 0.9570)  0.102
O (3.9445, 0.8517, -0.3066)  -0.547

Results
SMILES: OCc1ccc2ccccc2c1
Lowest unoccupied orbital energy (eV): 0.4
Charge: 0
Gap between HOMO and LUMO (eV): 8.71
Relative energy (zero: lowest compared OMol25 entry of this formula, charge and spin) (eV): 3.897

The following is a DFT calculation (wB97M-V/def2-TZVPD) of one molecule with the formula C11H10O3 in a non-equilibrium geometry.

Each line ends with the Löwdin spin population.
Positions of all 24 atoms, in Å:
C (1.2217, 0.5748, 0.3574)  0.104
C (1.4393, -0.8732, 0.2250)  0.729
C (2.4366, 1.1140, 0.2686)  0.029
C (2.7080, -1.1039, -0.1591)  0.087
C (-0.7859, 1.7158, -0.4252)  0.013
C (-1.6373, 1.0081, -1.2779)  0.013
C (-2.9152, -1.0322, -0.1030)  0.020
C (-2.0009, -1.2086, 1.1908)  0.080
C (-0.1995, 0.9408, 0.7126)  0.070
C (-1.6602, -0.4355, -0.8691)  0.058
C (-0.8937, -0.3845, 0.5381)  0.668
O (3.3917, 0.1129, -0.0533)  0.050
O (2.9736, 2.3368, 0.3893)  0.008
O (3.2865, -2.2107, -0.5666)  0.004
H (-0.6345, 2.8440, -0.5979)  0.003
H (-2.2306, 1.2151, -2.1259)  0.001
H (-3.3540, -1.8120, -0.7328)  0.003
H (-3.5844, -0.3211, 0.1486)  0.001
H (-2.5024, -0.5327, 1.8598)  0.015
H (-1.7290, -2.2577, 1.6276)  0.022
H (-0.1167, 1.4188, 1.6988)  0.002
H (-1.2431, -1.2622, -1.5880)  0.020
H (3.7794, 2.3055, -0.1536)  0.001
H (4.2504, -2.1524, -0.3644)  0.000

Results
2S+1: 3
Lowest unoccupied orbital energy (alpha / beta) (eV): 0.5 / -1.1
Charge: 0
Gap between HOMO and LUMO (alpha / beta) (eV): 7.34 / 6.60
Relative energy (zero: lowest compared OMol25 entry of this formula, charge and spin) (eV): 2.676

The following is a DFT calculation (wB97M-V/def2-TZVPD) of C11H11BN6O4Tc as an isolated structure in a non-equilibrium geometry.

Each line ends with the Löwdin spin population.
Positions of all 34 atoms, in Å:
Tc (0.5285, -0.3854, 0.0526)  0.859
O (0.5736, 5.1127, -3.3405)  0.000
C (1.2054, 4.0250, -2.8963)  0.000
O (2.3374, 3.7895, -3.1532)  0.000
C (0.4177, 3.0617, -2.0252)  0.000
C (-0.9067, 3.1323, -1.6000)  -0.002
N (-1.1828, 2.0713, -0.8508)  0.010
N (-0.1025, 1.2816, -0.7477)  0.011
C (0.9017, 1.8754, -1.4670)  0.006
C (2.2273, 1.1354, -1.4807)  0.013
O (3.2178, 1.4411, -2.0198)  0.002
O (2.1696, -0.0498, -0.7359)  0.076
H (-0.3465, 5.2146, -3.0766)  0.000
H (-1.6716, 3.8728, -1.7845)  0.000
H (-2.0544, 1.8330, -0.3963)  0.001
B (-0.4895, -2.9214, 1.9621)  0.000
N (0.0209, -1.5331, 2.5638)  0.009
C (0.2073, -1.3384, 3.8519)  -0.003
C (0.6193, -0.0069, 4.1054)  0.000
C (0.6507, 0.5882, 2.8884)  0.004
N (0.2732, -0.3367, 1.9351)  0.002
N (-0.7474, -2.8634, 0.3873)  0.009
C (-1.2560, -3.8698, -0.2911)  -0.003
C (-1.4172, -3.5266, -1.6562)  0.000
C (-0.9895, -2.2442, -1.7482)  0.004
N (-0.5868, -1.8224, -0.4965)  0.002
H (0.3780, -3.7259, 2.1476)  0.000
H (-1.5443, -3.1546, 2.4769)  0.000
H (0.0293, -2.1416, 4.5535)  0.000
H (0.8494, 0.4248, 5.0649)  0.000
H (0.9163, 1.5935, 2.5990)  0.000
H (-1.5034, -4.7940, 0.2126)  0.000
H (-1.8027, -4.1588, -2.4383)  0.000
H (-0.9223, -1.5800, -2.5963)  0.000

Results
2S+1: 2
Lowest unoccupied orbital energy (alpha / beta) (eV): -9.7 / -10.5
Charge: +2
Gap between HOMO and LUMO (alpha / beta) (eV): 6.71 / 5.83

The following is a DFT calculation (wB97M-V/def2-TZVPD) of one molecule with the formula C11H11ClN2O in a non-equilibrium geometry.

Each line ends with the Mulliken charge.
Positions of all 26 atoms, in Å:
C (-2.9654, -1.9719, 1.0267)  -0.275
C (-1.7035, -2.4385, 0.7214)  -0.552
C (-3.2088, -0.5859, 1.1756)  -0.584
C (-0.6463, -1.5372, 0.7398)  0.028
C (-2.1596, 0.2929, 1.1762)  -0.417
C (-0.8173, -0.2108, 1.0163)  0.271
C (2.4912, 1.4032, 0.1020)  0.405
C (3.1008, 1.7603, 1.2121)  -1.071
C (0.2758, 0.7321, 1.1463)  0.193
C (0.8287, 0.6168, -1.4007)  -0.459
C (1.7772, 1.5354, -2.1134)  -0.493
N (1.1901, 0.8116, 0.0878)  0.150
N (2.9177, 1.2162, -1.2912)  -0.136
O (0.4282, 1.2341, 2.2284)  -0.616
Cl (4.3233, 2.1419, -1.4654)  -0.140
H (-3.8104, -2.7802, 1.0227)  0.237
H (-1.4387, -3.5125, 0.4731)  0.308
H (-4.1832, -0.2269, 1.3752)  0.418
H (0.3931, -1.8687, 0.6024)  0.402
H (-2.3007, 1.3383, 1.2627)  0.439
H (4.1208, 2.0410, 1.2337)  0.338
H (2.4694, 1.7662, 2.1656)  0.275
H (-0.2676, 0.8528, -1.5991)  0.363
H (1.1529, -0.3462, -1.8022)  0.208
H (1.8140, 1.3277, -3.1480)  0.383
H (1.5767, 2.6021, -1.9654)  0.327

Results
SMILES: C=C1N(Cl)CCN1C(=O)c1ccccc1
Lowest unoccupied orbital energy (eV): 0.7
Charge: 0
Gap between HOMO and LUMO (eV): 9.34
Relative energy (zero: lowest compared OMol25 entry of this formula, charge and spin) (eV): 2.254

The following is a DFT calculation (wB97M-V/def2-TZVPD) of C11H11IrN3O5 as an isolated structure in a non-equilibrium geometry.

Each line ends with the Löwdin spin population.
Positions of all 31 atoms, in Å:
Ir (-0.0874, -1.5026, -0.7623)  1.328
C (0.0769, -3.2791, -1.3517)  0.230
O (0.1906, -4.3695, -1.8110)  0.178
C (-0.0422, 0.0137, -1.8993)  0.155
O (-0.0880, 1.0381, -2.4481)  0.082
C (1.6249, -0.3866, -0.2223)  0.232
O (2.0393, 0.5885, -0.7919)  0.169
C (-1.7093, -0.8073, -0.0873)  0.226
O (-2.5858, -0.1164, 0.1677)  0.133
C (0.1270, 2.6375, 2.0332)  0.466
H (-0.7168, 2.3193, 2.6721)  0.016
H (1.1320, 2.5419, 2.4575)  0.016
C (-0.1014, 3.0336, 0.7969)  0.463
H (0.7087, 3.1408, 0.0739)  0.016
H (-1.1223, 2.9702, 0.3819)  0.016
C (3.7659, -1.3771, 3.3017)  0.002
N (2.2881, -1.5174, 3.1584)  0.007
C (1.6196, -2.2377, 4.1333)  0.001
C (0.3266, -2.5973, 3.9024)  0.004
C (-0.2851, -2.2288, 2.6911)  0.012
N (0.3952, -1.5721, 1.7500)  0.135
C (1.6219, -1.2009, 2.0226)  0.021
O (2.2959, -0.5613, 1.0877)  0.068
N (-1.5165, -2.6198, 2.3767)  0.010
H (4.0099, -1.0327, 4.3117)  0.000
H (4.1678, -0.6817, 2.5657)  0.001
H (4.2618, -2.3552, 3.2079)  0.000
H (2.2189, -2.5237, 5.0028)  0.000
H (-0.2088, -3.2485, 4.5791)  0.000
H (-2.0573, -3.1445, 3.0403)  0.000
H (-1.9070, -2.3865, 1.4791)  0.010

Results
2S+1: 5
Lowest unoccupied orbital energy (alpha / beta) (eV): -11.2 / -15.8
Charge: +3
Gap between HOMO and LUMO (alpha / beta) (eV): 7.58 / 4.15

The following is a DFT calculation (wB97M-V/def2-TZVPD) of one molecule with the formula C11H11NS in a non-equilibrium geometry.

Each line ends with the Mulliken charge.
Positions of all 24 atoms, in Å:
C (-1.9446, -1.6558, -2.9928)  0.010
C (-1.5077, -0.8689, -2.1951)  -1.267
C (1.9718, 0.2704, 2.5289)  -0.895
C (0.8249, 0.2442, 3.3494)  -0.538
C (1.8395, 0.1608, 1.1590)  -0.661
C (-0.4420, 0.0240, 2.8045)  -0.647
C (0.5660, -0.0028, 0.5899)  0.336
C (-0.5219, -0.1041, 1.4382)  0.941
C (-1.1948, -0.0112, -1.0514)  1.273
C (-1.5851, 1.3960, -1.4005)  -1.308
C (1.2782, -0.4878, -1.7004)  -1.052
N (0.2458, -0.0898, -0.7552)  0.062
S (-2.0337, -0.5074, 0.5756)  -0.219
H (-2.1937, -2.5868, -3.3922)  0.435
H (2.8966, 0.3641, 2.8959)  0.544
H (0.8553, 0.2752, 4.4236)  0.353
H (2.7996, 0.2450, 0.6820)  0.260
H (-1.3585, -0.1013, 3.3657)  0.377
H (-2.6172, 1.3710, -1.5813)  0.428
H (-1.2025, 1.7384, -2.3507)  0.347
H (-1.1973, 2.1705, -0.6183)  0.301
H (1.0442, -1.5602, -2.0095)  0.303
H (2.1458, -0.4439, -1.1507)  0.382
H (1.3312, 0.1605, -2.6147)  0.234

Results
SMILES: C#C[C@@]1(C)Sc2ccccc2N1C
Lowest unoccupied orbital energy (eV): 0.9
Charge: 0
Gap between HOMO and LUMO (eV): 8.34
Relative energy (zero: lowest compared OMol25 entry of this formula, charge and spin) (eV): 2.424